Here is a structure of composition C26H30B2CaF4N6O4S2 from the OMol25 dataset. Energies are from the ωB97M-V functional and the def2-TZVPD basis.

Element x y z (Å)
Ca 1.108 -2.200 1.248
C -1.187 -6.213 1.716
C -0.335 -5.070 1.285
N 0.199 -4.200 2.051
O -0.027 -4.252 3.384
B 0.615 -3.137 4.116
F 0.865 -3.469 5.386
F 1.806 -2.700 3.386
O -0.274 -1.898 4.158
N -0.456 -1.304 2.987
C -1.214 -0.263 3.010
C -1.867 0.262 4.245
C -1.509 0.344 1.681
N -0.836 -0.210 0.557
O -0.029 -1.093 -1.317
B 1.109 -1.972 -1.789
F 1.561 -1.587 -3.006
F 2.176 -1.774 -0.787
O 0.642 -3.338 -1.752
N 0.246 -3.625 -0.463
C -0.029 -4.840 -0.176
C -0.025 -5.978 -1.134
C -2.097 1.714 1.608
H -1.402 -6.146 2.778
H -0.676 -7.158 1.523
H -2.121 -6.227 1.151
H -2.013 -0.556 4.946
H -2.825 0.732 4.035
H -1.224 0.997 4.736
H 0.035 -5.624 -2.158
H -0.917 -6.590 -1.005
H 0.837 -6.618 -0.930
H -1.433 2.382 2.165
H -3.073 1.756 2.086
H -2.173 2.066 0.583
S -2.238 -1.060 0.520
C -0.093 0.129 -0.758
N -0.753 1.138 -1.548
C 0.012 1.214 -2.816
C 1.444 1.662 -2.601
N 1.965 1.320 -1.269
C 3.366 1.675 -0.992
C 3.548 2.290 0.369
C 2.835 3.460 0.725
C 3.160 4.140 1.871
C 4.217 3.690 2.676
C 4.958 2.562 2.322
C 4.642 1.871 1.176
C 1.270 0.739 -0.342
S 1.828 0.676 1.258
C -2.169 0.874 -1.895
C -2.751 1.993 -2.718
C -2.713 3.306 -2.254
C -3.261 4.330 -3.009
C -3.857 4.048 -4.233
C -3.900 2.743 -4.698
C -3.346 1.717 -3.942
H -0.483 1.944 -3.451
H -0.014 0.247 -3.324
H 1.533 2.748 -2.675
H 2.099 1.209 -3.346
H 3.691 2.372 -1.765
H 3.955 0.760 -1.086
H 2.033 3.804 0.082
H 2.616 5.032 2.147
H 4.474 4.234 3.575
H 5.783 2.245 2.945
H 5.215 1.002 0.876
H -2.748 0.806 -0.970
H -2.272 -0.079 -2.426
H -2.242 3.534 -1.304
H -3.232 5.347 -2.643
H -4.289 4.847 -4.821
H -4.363 2.520 -5.649
H -3.381 0.699 -4.311

- orbital gap (alpha / beta) (eV) = 5.092 / 4.913
- M (g mol⁻¹) = 692.39
- multiplicity = 1
- F_max (eV Å⁻¹) = 0.54
- E_tot (Eh) = -3561.1375
- E_HOMO (alpha / beta) (eV) = -13.946 / -13.947
- total charge = +2
- E_LUMO (alpha / beta) (eV) = -8.85 / -9.03